{"formula": "C18H33O3P3Sn", "method": "ωB97M-V with the def2-TZVPD basis set", "e_homo_ev": [-21.26, -20.52], "total_charge": 4, "relative_energy_kj_mol": 0.0, "homo_lumo_gap_ev": [5.95, 4.08], "symbols": ["P", "C", "H", "H", "H", "C", "H", "H", "H", "C", "H", "H", "H", "P", "C", "H", "H", "H", "C", "H", "H", "H", "C", "H", "H", "H", "P", "C", "H", "H", "H", "C", "H", "H", "H", "C", "H", "H", "H", "Sn", "C", "O", "C", "O", "C", "C", "C", "C", "C", "C", "H", "H", "H", "H", "H", "H", "O", "C"], "coordinates": [[1.1427, -1.6037, -2.6161], [0.5411, -2.8275, -3.8355], [1.4339, -3.2577, -4.3184], [-0.0964, -2.3158, -4.5674], [-0.0585, -3.5981, -3.3366], [2.3236, -0.7138, -3.6909], [2.8020, -1.4717, -4.3334], [3.0703, -0.2119, -3.0617], [1.7907, 0.0374, -4.2844], [2.4364, -2.6430, -1.8337], [2.9544, -3.1969, -2.6358], [2.0110, -3.3358, -1.0996], [3.1336, -1.9722, -1.3132], [-1.2168, -1.6529, 2.4545], [-2.4199, -3.0315, 2.3366], [-2.6020, -3.4381, 3.3438], [-2.0178, -3.8040, 1.6723], [-3.3457, -2.6532, 1.8966], [-0.0135, -2.6561, 3.4521], [-0.5478, -3.2270, 4.2333], [0.7296, -1.9964, 3.9175], [0.5225, -3.3506, 2.7942], [-1.9596, -0.8348, 3.9250], [-2.3166, -1.5871, 4.6491], [-2.7791, -0.1834, 3.6052], [-1.1944, -0.1985, 4.3890], [-2.0287, 1.9782, -1.6723], [-3.7687, 1.8214, -2.1858], [-4.1104, 2.8326, -2.4597], [-4.3613, 1.4067, -1.3629], [-3.8485, 1.1416, -3.0427], [-2.2655, 3.0842, -0.2333], [-2.9286, 3.9060, -0.5569], [-1.2898, 3.4750, 0.0838], [-2.7079, 2.5415, 0.6053], [-1.4499, 3.2139, -2.8779], [-2.2872, 3.9074, -3.0622], [-1.1395, 2.7195, -3.8067], [-0.5856, 3.7500, -2.4666], [-1.0381, -0.4641, -1.0560], [-0.1455, -2.6567, -0.3490], [-0.0396, -3.6277, 0.2818], [-2.5342, -0.0322, 0.8895], [-3.4557, 0.6054, 1.2466], [1.4349, 2.6826, 1.9540], [2.2356, 2.8608, 0.7650], [3.2137, 1.7373, 0.4064], [3.2528, 0.6180, 1.2850], [2.4503, 0.4873, 2.4054], [1.5539, 1.5437, 2.7284], [0.6800, 3.4352, 2.1433], [1.7841, 3.3754, -0.0825], [3.4080, 1.6023, -0.6824], [3.8934, -0.1610, 0.9379], [2.5105, -0.4375, 3.0118], [0.8863, 1.4259, 3.5793], [4.6428, 3.8464, 0.9846], [3.7148, 3.1051, 0.8465]], "nbo_charge": [0.8919, -0.9196, 0.2948, 0.2742, 0.2631, -0.9189, 0.2930, 0.2485, 0.2661, -0.9140, 0.3030, 0.2437, 0.2475, 0.9500, -0.9237, 0.2963, 0.2520, 0.2503, -0.8907, 0.2964, 0.2451, 0.2506, -0.9225, 0.2940, 0.2472, 0.2517, 0.8219, -0.9228, 0.3007, 0.2647, 0.2747, -0.9182, 0.3030, 0.2406, 0.2482, -0.9129, 0.2970, 0.2737, 0.2610, 1.2166, 0.4289, -0.3714, 0.4019, -0.3803, -0.0753, -0.3375, -0.3467, -0.0633, -0.1638, -0.1644, 0.2674, 0.2913, 0.2984, 0.2566, 0.2718, 0.2605, -0.1855, 0.6932]}

=====

{"formula": "C18H49BeN4O8", "method": "ωB97M-V with the def2-TZVPD basis set", "e_homo_ev": -10.67, "total_charge": 1, "relative_energy_kj_mol": 0.0, "homo_lumo_gap_ev": 7.63, "symbols": ["Be", "O", "C", "O", "O", "H", "C", "C", "C", "O", "C", "N", "H", "H", "H", "H", "H", "H", "H", "H", "H", "H", "H", "C", "C", "C", "O", "C", "N", "H", "H", "H", "H", "H", "H", "H", "H", "H", "H", "H", "C", "C", "C", "O", "C", "N", "H", "H", "H", "H", "H", "H", "H", "H", "H", "H", "H", "C", "C", "C", "O", "C", "N", "H", "H", "H", "H", "H", "H", "H", "H", "H", "H", "H", "C", "O", "H", "H", "H", "H"], "coordinates": [[-1.9017, 2.6267, -0.9556], [0.8914, 0.0684, 1.0194], [0.0116, 0.9902, 0.5632], [-0.2637, 2.0437, 1.1909], [-0.4945, 0.8313, -0.5896], [1.2709, 0.6414, 1.7075], [-0.9027, 1.3086, -4.6810], [-0.7204, 1.8782, -3.2922], [0.0568, 3.1080, -3.0785], [0.0870, 3.4630, -1.7612], [1.0715, 4.4482, -1.4399], [-2.0821, 2.0631, -2.7080], [-1.3305, 1.9428, -5.4619], [-1.5595, 0.4391, -4.6103], [-0.0101, 0.8930, -5.1553], [-0.2811, 1.0803, -2.6887], [-0.3790, 3.9287, -3.6758], [1.0460, 3.0246, -3.5418], [1.0062, 4.6339, -0.3709], [0.9312, 5.3669, -2.0109], [2.0775, 4.0654, -1.6159], [-2.4947, 1.1490, -2.5709], [-2.6791, 2.6317, -3.2984], [-3.3551, 1.4195, 2.5081], [-3.1024, 1.4695, 1.0116], [-4.3573, 1.1593, 0.1822], [-3.9248, 1.4505, -1.0849], [-4.9727, 1.4858, -2.0598], [-2.6197, 2.8093, 0.5268], [-2.4082, 1.2390, 3.0118], [-4.0643, 0.6530, 2.8240], [-3.8590, 2.3411, 2.8169], [-2.3689, 0.7100, 0.7351], [-5.1530, 1.8193, 0.5500], [-4.6589, 0.1189, 0.3052], [-5.4978, 2.4303, -1.9015], [-5.6116, 0.6048, -2.0957], [-4.6086, 1.5809, -3.0833], [-1.7298, 3.0228, 0.9886], [-3.2506, 3.4202, 1.0502], [2.6325, -4.7225, -4.1082], [2.1930, -5.2339, -2.7256], [0.8992, -4.6655, -2.1108], [1.1638, -3.2655, -2.0232], [0.4558, -2.5485, -1.0517], [2.1532, -6.6930, -2.8360], [2.0701, -5.0285, -4.9925], [3.6021, -5.1877, -4.3216], [2.8464, -3.6547, -4.1016], [3.0310, -4.8724, -2.1188], [0.9337, -4.9905, -1.0653], [-0.0072, -4.7875, -2.7030], [0.6396, -1.4758, -1.0660], [0.7609, -2.8476, -0.0409], [-0.6200, -2.6995, -1.2068], [2.9209, -7.0362, -3.3977], [2.2740, -7.1158, -1.9219], [0.7719, -2.6378, 3.3588], [1.5660, -1.6315, 4.1891], [0.6046, -0.8671, 5.1055], [1.1623, -0.0932, 6.1276], [2.1158, 0.8446, 5.7209], [2.4995, -2.4330, 5.0174], [1.4242, -3.0074, 2.5670], [-0.0604, -2.1363, 2.8607], [0.4578, -3.4824, 3.9691], [2.1551, -0.9671, 3.5561], [-0.0943, -1.5414, 5.6082], [-0.0635, -0.2495, 4.4771], [1.8238, 1.4401, 4.8460], [3.0642, 0.3617, 5.4520], [2.3855, 1.5468, 6.5080], [2.8455, -1.8141, 5.7499], [1.9238, -3.0452, 5.5943], [2.9422, 2.7328, 0.8907], [4.1476, 2.1532, 0.3628], [2.1165, 2.5998, 0.1925], [2.7602, 2.2837, 1.8612], [3.2460, 3.7823, 0.9329], [4.4485, 2.6259, -0.4155]], "mulliken_charge": [-0.2412, -0.1378, 0.6014, -0.8836, -0.6383, 0.0226, -1.5730, 0.8941, -0.9092, 0.1129, -1.0399, -0.2873, 0.4040, 0.4124, 0.3831, -0.0724, 0.4015, 0.4606, 0.3130, 0.3257, 0.3719, 0.5104, 0.3877, -1.3762, 0.7575, -0.8326, -0.2116, -0.9851, 0.0090, 0.2773, 0.4249, 0.3558, -0.1106, 0.4241, 0.4114, 0.3672, 0.3154, 0.3588, 0.4198, 0.5153, -1.5307, 0.6777, -0.6039, -0.2970, -0.2519, -0.7085, 0.3632, 0.4165, 0.3272, 0.1016, 0.3048, 0.3157, 0.0121, 0.0518, 0.2834, 0.2595, 0.2451, -1.4232, 0.6627, -0.3384, -0.3922, -0.5464, -0.7102, 0.2869, 0.2607, 0.4483, 0.0789, 0.3472, 0.0308, 0.1018, 0.2785, 0.3090, 0.2804, 0.3305, 0.3467, -0.5645, -0.4363, 0.0553, 0.4030, 0.2852]}

=====

{"formula": "C5H15NS2", "method": "ωB97M-V with the def2-TZVPD basis set", "smiles": "CSCSC.CCN", "e_homo_ev": -8.16, "relative_energy_kj_mol": 120.5, "homo_lumo_gap_ev": 8.94, "symbols": ["C", "S", "C", "S", "C", "H", "H", "H", "H", "H", "H", "H", "H", "C", "C", "N", "H", "H", "H", "H", "H", "H", "H"], "coordinates": [[-4.4400, 3.4070, -2.6855], [-4.0888, 2.1718, -1.4251], [-2.6011, 2.9147, -0.7176], [-1.1557, 3.0155, -1.7975], [-0.8391, 1.2556, -1.9978], [-5.3198, 3.0689, -3.2583], [-3.5908, 3.5216, -3.3800], [-4.6663, 4.3909, -2.2413], [-2.8159, 3.9502, -0.3904], [-2.3573, 2.3206, 0.1841], [-0.5796, 0.7756, -1.0393], [-1.7148, 0.7383, -2.4246], [0.0109, 1.1390, -2.6911], [-1.4646, -0.6094, 0.5573], [-2.8264, -0.1324, 0.0770], [-3.2574, 1.0214, 0.8764], [-0.7315, 0.2118, 0.4879], [-1.1077, -1.4526, -0.0578], [-1.5237, -0.9405, 1.6077], [-2.7494, 0.2058, -0.9743], [-3.5413, -0.9770, 0.1074], [-4.1772, 1.3496, 0.5617], [-3.3766, 0.7363, 1.8548]], "nbo_charge": [-0.7555, 0.1721, -0.7415, 0.1965, -0.7635, 0.2301, 0.2304, 0.2127, 0.2304, 0.3027, 0.2113, 0.2155, 0.2333, -0.6148, -0.2452, -0.8678, 0.2006, 0.2155, 0.2055, 0.2121, 0.1769, 0.3774, 0.3651]}

=====

{"formula": "C20H22N2O4", "method": "ωB97M-V with the def2-TZVPD basis set", "smiles": "COc1ccc(NC(=O)[C@H]2CC(=O)N(c3ccccc3C)C2)c(OC)c1", "e_homo_ev": -7.93, "relative_energy_kj_mol": 185.1, "homo_lumo_gap_ev": 8.50, "symbols": ["C", "O", "C", "C", "C", "C", "N", "C", "O", "C", "C", "C", "O", "N", "C", "C", "C", "C", "C", "C", "C", "C", "C", "O", "C", "C", "H", "H", "H", "H", "H", "H", "H", "H", "H", "H", "H", "H", "H", "H", "H", "H", "H", "H", "H", "H", "H", "H"], "coordinates": [[-5.7648, 4.4888, -1.8845], [-4.3593, 4.5408, -1.8365], [-3.6796, 3.3943, -1.5526], [-4.2580, 2.1589, -1.3063], [-3.4553, 1.0632, -1.0275], [-2.0786, 1.1824, -0.9909], [-1.2065, 0.1215, -0.7164], [-1.4914, -1.1888, -0.5312], [-2.6043, -1.6691, -0.5369], [-0.2524, -2.0497, -0.2864], [0.8257, -1.9547, -1.3711], [2.1506, -2.0478, -0.6196], [3.2435, -2.1931, -1.1127], [1.8805, -1.9468, 0.7037], [2.8786, -1.9224, 1.7114], [3.7730, -0.8612, 1.7469], [4.7565, -0.8110, 2.7168], [4.8419, -1.8226, 3.6576], [3.9596, -2.8866, 3.6104], [2.9719, -2.9632, 2.6370], [2.0524, -4.1452, 2.5816], [0.4918, -1.6747, 1.0072], [-1.4877, 2.4375, -1.2417], [-0.1167, 2.4673, -1.1868], [0.5338, 3.6868, -1.4550], [-2.2879, 3.5260, -1.5186], [-6.1152, 3.8044, -2.6636], [-6.1885, 4.1898, -0.9205], [-6.0889, 5.5009, -2.1219], [-5.3268, 2.0255, -1.3267], [-3.9008, 0.1010, -0.8396], [-0.2375, 0.4118, -0.7042], [-0.6071, -3.0812, -0.2119], [0.8058, -1.0074, -1.9144], [0.7554, -2.7527, -2.1084], [3.6962, -0.0848, 1.0006], [5.4522, 0.0141, 2.7383], [5.6044, -1.7900, 4.4214], [4.0436, -3.6847, 4.3341], [1.7492, -4.3497, 1.5572], [1.1570, -3.9671, 3.1790], [2.5483, -5.0260, 2.9824], [0.3643, -0.6125, 1.2612], [0.1529, -2.2638, 1.8611], [0.2569, 4.4552, -0.7272], [0.3117, 4.0434, -2.4649], [1.5991, 3.4766, -1.3721], [-1.8779, 4.5018, -1.7174]], "nbo_charge": [-0.2514, -0.4940, 0.3093, -0.3221, -0.2127, 0.1398, -0.6293, 0.6864, -0.6050, -0.3088, -0.5007, 0.6874, -0.6020, -0.4811, 0.2080, -0.2014, -0.2182, -0.2008, -0.1979, -0.0403, -0.6349, -0.1909, 0.2841, -0.5178, -0.2487, -0.3339, 0.1769, 0.1767, 0.1997, 0.2215, 0.2566, 0.4138, 0.2385, 0.2290, 0.2479, 0.2171, 0.2153, 0.2141, 0.2091, 0.2230, 0.2183, 0.2247, 0.1884, 0.2110, 0.1811, 0.1823, 0.2018, 0.2303]}

=====

{"formula": "C3H4N2O3", "method": "ωB97M-V with the def2-TZVPD basis set", "smiles": "C=NO/C=N\\OC=O", "e_homo_ev": -9.90, "relative_energy_kj_mol": 635.1, "homo_lumo_gap_ev": 10.30, "symbols": ["C", "N", "O", "C", "N", "O", "C", "O", "H", "H", "H", "H"], "coordinates": [[2.2747, -1.0331, 0.0806], [1.4620, -0.1995, 0.7534], [1.2666, 0.8218, -0.2994], [0.1587, 1.5982, 0.1672], [-1.1085, 1.2137, 0.2269], [-1.3181, -0.1100, -0.0305], [-2.6390, -0.6582, -0.1465], [-3.6008, -0.0537, 0.3046], [2.7961, -0.6145, -0.9260], [2.7182, -1.9664, 0.3358], [0.5073, 2.6432, -0.0235], [-2.5170, -1.6414, -0.4426]], "nbo_charge": [-0.1082, -0.1020, -0.4312, 0.3172, -0.1309, -0.4083, 0.6397, -0.5077, 0.1839, 0.1988, 0.2017, 0.1472]}

=====

{"formula": "C17H39LuOP3Se", "method": "ωB97M-V with the def2-TZVPD basis set", "e_homo_ev": [-17.34, -17.40], "total_charge": 3, "relative_energy_kj_mol": 189.4, "homo_lumo_gap_ev": [4.27, 4.80], "symbols": ["Lu", "P", "P", "P", "H", "C", "C", "H", "C", "C", "C", "C", "C", "C", "C", "C", "C", "H", "H", "H", "H", "H", "H", "H", "H", "H", "H", "H", "H", "H", "H", "H", "H", "H", "H", "H", "H", "H", "H", "H", "H", "H", "H", "H", "H", "H", "C", "C", "C", "C", "C", "C", "Se", "H", "H", "H", "H", "H", "H", "O", "H", "H"], "coordinates": [[0.5626, -1.2704, -0.2527], [-0.6284, 1.5140, -0.2058], [0.8570, -0.9733, -3.0019], [2.6321, 0.6053, 0.2217], [-0.7801, -1.8821, 4.5964], [-0.2052, -0.9579, 4.6814], [-0.7325, 0.2339, 4.3383], [-1.7309, 0.3163, 3.8930], [-2.4625, 1.5056, -0.0848], [-0.5045, 2.6134, -1.6787], [-0.3383, 2.7580, 1.1161], [1.7161, -2.4269, -3.7127], [-0.6928, -0.9959, -3.9754], [1.7569, 0.3727, -3.8509], [2.7517, 1.0642, 1.9997], [2.9864, 2.2105, -0.5914], [4.2735, -0.1901, -0.0065], [0.8122, -1.0403, 5.0858], [-0.1676, 1.1712, 4.4618], [-2.7712, 0.9295, 0.7980], [-2.9115, 1.0612, -0.9815], [-2.8297, 2.5373, 0.0192], [-0.8402, 2.0728, -2.5742], [0.5275, 2.9488, -1.8352], [-1.1479, 3.4943, -1.5357], [-0.5261, 2.2927, 2.0943], [-1.0370, 3.5963, 0.9810], [0.6866, 3.1484, 1.1006], [1.7268, -2.3557, -4.8060], [1.1974, -3.3446, -3.3977], [2.7430, -2.4658, -3.3172], [-0.4606, -1.0754, -5.0428], [-1.2625, -0.0731, -3.7899], [-1.3037, -1.8620, -3.6731], [1.8449, 0.1379, -4.9181], [2.7639, 0.4691, -3.4160], [1.2250, 1.3282, -3.7260], [3.8131, 1.1954, 2.2522], [2.3243, 0.2642, 2.6207], [2.2063, 1.9920, 2.2056], [4.0399, 2.4640, -0.4023], [2.3530, 3.0191, -0.2089], [2.8361, 2.1228, -1.6748], [5.0392, 0.4395, 0.4713], [4.4861, -0.2990, -1.0778], [4.2549, -1.1967, 0.4372], [2.5564, -4.1349, 1.4787], [1.9099, -4.0088, 2.7303], [2.1950, -4.8975, 3.7590], [3.0868, -5.9623, 3.5711], [3.6823, -6.1346, 2.3101], [3.3966, -5.2682, 1.2682], [2.3926, -3.0444, 0.1186], [-0.1005, -2.3579, 1.1014], [1.1762, -3.2045, 2.8529], [1.7286, -4.7682, 4.7387], [3.3175, -6.6548, 4.3820], [4.3812, -6.9486, 2.1317], [3.8297, -5.4134, 0.2804], [-1.8237, -1.5932, -0.5217], [-2.3777, -1.4601, -1.3072], [-2.3667, -2.0329, 0.1663]], "mulliken_charge": [0.7790, 0.7990, 0.6746, 0.8118, 0.3010, -0.5319, -0.5847, 0.2837, -1.3081, -1.3083, -1.1281, -1.2763, -1.1751, -1.1912, -1.1354, -1.2605, -1.3138, 0.2951, 0.2826, 0.3539, 0.3510, 0.4907, 0.3362, 0.3278, 0.5047, 0.1712, 0.4888, 0.3486, 0.4447, 0.4061, 0.3628, 0.4418, 0.3142, 0.3544, 0.5136, 0.3194, 0.3276, 0.4764, 0.2081, 0.3832, 0.4804, 0.4348, 0.2217, 0.5185, 0.3203, 0.4196, 1.0140, -0.0234, -0.6035, -0.3745, -0.6446, -0.4657, 0.2123, -0.2692, 0.0734, 0.4324, 0.4517, 0.4273, 0.4055, -0.5419, 0.2713, 0.3010]}